DFT (ωB97M-V with the def2-TZVPD basis set) results for a cluster of 3 separate species, C32H56N2O4 in total at a distorted geometry.

Each atom is followed by the atoms it is bonded to, with distances in Å.
Cartesian coordinates (Å):
1 C 2.225 1.267 9.303  C2 1.653, H17 1.179, H18 1.170, H19 1.188
2 C 2.363 2.422 8.128  C1 1.653, C3 1.639, H20 1.194, H21 1.170
3 C 1.299 2.263 6.892  C2 1.639, C4 1.638, H22 1.194, H23 1.170
4 C -0.053 3.179 7.008  C3 1.638, C5 1.639, H24 1.192, H25 1.193
5 C -1.028 2.833 8.279  C4 1.639, C6 1.645, H26 1.194, H27 1.192
6 C -2.154 1.669 7.990  C5 1.645, C7 1.643, H28 1.172, H29 1.193
7 C -1.545 0.249 7.432  C6 1.643, C8 1.662, H30 1.171, H31 1.194
8 C -1.755 0.123 5.788  C7 1.662, C9 1.649, H32 1.193, H33 1.183
9 C -0.415 -0.639 5.200  C8 1.649, C10 1.509, C15 1.657
10 C 0.156 -1.893 5.814  C9 1.509, C11 1.649, H34 1.182
11 C 1.531 -2.491 5.128  C10 1.649, O12 1.335, C13 1.668
12 O 1.862 -3.782 5.201  C11 1.335
13 C 2.568 -1.432 4.362  C11 1.668, C14 1.514, H35 1.189
14 C 2.015 -0.161 3.752  C13 1.514, C15 1.666, H36 1.179
15 C 0.366 0.022 3.897  C9 1.657, C14 1.666, O16 1.346
16 O -0.251 0.749 2.946  C15 1.346
17 H 2.461 0.175 8.928  C1 1.179
18 H 1.177 1.228 9.820  C1 1.170
19 H 3.007 1.552 10.150  C1 1.188
20 H 3.447 2.259 7.655  C2 1.194
21 H 2.354 3.521 8.529  C2 1.170
22 H 1.871 2.640 5.913  C3 1.194
23 H 1.118 1.118 6.731  C3 1.170
24 H -0.690 3.180 6.001  C4 1.192
25 H 0.311 4.306 7.154  C4 1.193
26 H -1.643 3.830 8.508  C5 1.194
27 H -0.388 2.644 9.267  C5 1.192
28 H -2.980 2.044 7.248  C6 1.172
29 H -2.643 1.422 9.051  C6 1.193
30 H -0.450 0.028 7.784  C7 1.171
31 H -2.222 -0.608 7.914  C7 1.194
32 H -1.754 1.242 5.374  C8 1.193
33 H -2.771 -0.412 5.502  C8 1.183
34 H -0.369 -2.406 6.740  C10 1.182
35 H 3.736 -1.647 4.308  C13 1.189
36 H 2.712 0.610 3.195  C14 1.179
37 C 3.786 1.603 -2.560  C38 1.557, H48 1.093, H49 1.095, H50 1.094
38 C 2.359 1.482 -3.171  C37 1.557, C39 1.559, N43 1.503, C47 1.568
39 C 1.706 2.888 -3.339  C38 1.559, C40 1.524, H51 1.097, H52 1.097
40 C 1.167 3.489 -2.046  C39 1.524, C41 1.523, H53 1.094, H54 1.097
41 C 0.240 2.505 -1.346  C40 1.523, C42 1.550, H55 1.098, H56 1.099
42 C 0.922 1.138 -1.084  C41 1.550, N43 1.505, C45 1.554, C46 1.563
43 N 1.539 0.551 -2.324  C38 1.503, C42 1.505, O44 1.406
44 O 0.492 0.054 -3.121  N43 1.406
45 C 1.996 1.325 0.024  C42 1.554, H57 1.096, H58 1.098, H59 1.091
46 C -0.121 0.180 -0.422  C42 1.563, H60 1.097, H61 1.097, H62 1.097
47 C 2.617 0.948 -4.623  C38 1.568, H63 1.097, H64 1.096, H65 1.096
48 H 3.914 1.009 -1.651  C37 1.093
49 H 4.559 1.224 -3.236  C37 1.095
50 H 4.046 2.639 -2.321  C37 1.094
51 H 0.872 2.825 -4.050  C39 1.097
52 H 2.426 3.588 -3.781  C39 1.097
53 H 1.990 3.787 -1.390  C40 1.094
54 H 0.613 4.407 -2.277  C40 1.097
55 H -0.103 2.947 -0.401  C41 1.098
56 H -0.662 2.367 -1.959  C41 1.099
57 H 2.534 0.389 0.211  C45 1.096
58 H 1.532 1.624 0.973  C45 1.098
59 H 2.728 2.101 -0.204  C45 1.091
60 H -1.021 0.048 -1.034  C46 1.097
61 H -0.463 0.575 0.543  C46 1.097
62 H 0.316 -0.809 -0.234  C46 1.097
63 H 3.036 -0.066 -4.605  C47 1.097
64 H 3.329 1.592 -5.151  C47 1.096
65 H 1.708 0.931 -5.234  C47 1.096
66 C -1.338 -4.350 -7.521  C67 1.557, H77 1.093, H78 1.095, H79 1.094
67 C -2.592 -3.457 -7.292  C66 1.557, C68 1.559, N72 1.503, C76 1.568
68 C -2.408 -2.060 -7.959  C67 1.559, C69 1.524, H80 1.097, H81 1.097
69 C -1.510 -1.105 -7.181  C68 1.524, C70 1.523, H82 1.094, H83 1.097
70 C -1.976 -0.994 -5.735  C69 1.523, C71 1.550, H84 1.098, H85 1.099
71 C -2.060 -2.374 -5.036  C70 1.550, N72 1.505, C74 1.554, C75 1.563
72 N -2.872 -3.371 -5.818  C67 1.503, C71 1.505, O73 1.406
73 O -4.227 -3.031 -5.657  N72 1.406
74 C -0.616 -2.904 -4.811  C71 1.554, H86 1.096, H87 1.098, H88 1.091
75 C -2.602 -2.166 -3.585  C71 1.563, H89 1.097, H90 1.097, H91 1.097
76 C -3.722 -4.181 -8.104  C67 1.568, H92 1.097, H93 1.096, H94 1.096
77 H -0.907 -4.729 -6.591  C66 1.093
78 H -1.573 -5.254 -8.093  C66 1.095
79 H -0.549 -3.821 -8.064  C66 1.094
80 H -3.386 -1.575 -8.078  C68 1.097
81 H -2.005 -2.177 -8.973  C68 1.097
82 H -0.468 -1.431 -7.233  C69 1.094
83 H -1.544 -0.113 -7.649  C69 1.097
84 H -1.291 -0.332 -5.189  C70 1.098
85 H -2.956 -0.498 -5.714  C70 1.099
86 H -0.630 -3.901 -4.356  C74 1.096
87 H -0.060 -2.247 -4.129  C74 1.098
88 H -0.021 -2.953 -5.723  C74 1.091
89 H -3.578 -1.667 -3.567  C75 1.097
90 H -1.925 -1.533 -2.998  C75 1.097
91 H -2.695 -3.123 -3.057  C75 1.097
92 H -3.955 -5.162 -7.673  C76 1.097
93 H -3.410 -4.339 -9.143  C76 1.096
94 H -4.649 -3.598 -8.149  C76 1.096

The expectation value of S² is 2.010. The HOMO energy (alpha / beta) is -0.3207 / -0.3421 Eh. The LUMO energy (alpha / beta) comes out at -1.8 / -1.8 eV. The gap between HOMO and LUMO (alpha / beta) comes out at 6.9214 / 7.5048 eV. As for the multiplicity: 3. Its charge is 0.

Mulliken population analysis, charges in e, atoms 1 to 6:
1. C -0.804
2. C -0.615
3. C 0.431
4. C -0.585
5. C -0.449
6. C -0.724